The following is a quantum chemistry calculation of a molecular structure, C24H29BrF6LaN4O2P, from the Open Molecules 2025 dataset.

Values from the calculation:
- Spin multiplicity: 2
- Kohn-Sham gap (alpha / beta): 0.3177 / 0.2579 Eh
- Total charge: +1
- ΔE to the lowest compared entry with this formula, charge and spin: 0.00 kcal per mole

Structure (XYZ):
```
68
Properties=species:S:1:pos:R:3:forces:R:3:lowdin_charge:R:1
La 0.04304 -0.69408 0.09219 -0.0309 0.4926 0.0441 2.1440
Br -1.23102 -2.35655 3.48758 0.0192 -0.0098 -0.1877 0.8831
C -0.49882 -0.64291 3.75722 -0.0143 0.0594 0.3795 -0.7162
C -0.33476 -0.19911 5.06488 -0.0048 -0.0075 -0.0902 -0.0812
C 0.16832 1.07187 5.25638 0.0262 0.0784 -0.0084 -0.0128
C 0.45732 1.86332 4.15112 -0.0294 -0.0519 0.0754 0.0258
C 0.26383 1.33077 2.89556 -0.0238 0.1180 0.1705 -0.1959
N -0.18723 0.07735 2.69460 0.1162 -0.0072 -0.1965 -0.0023
C 0.49541 2.18651 1.66511 -0.0852 -0.2010 -0.3121 -0.6201
O 0.65639 3.37976 1.76329 0.0855 0.0329 0.1321 0.1036
O 0.46001 1.51091 0.55184 0.0797 0.3021 0.1761 -0.3143
H -0.59695 -0.83788 5.89462 -0.0112 -0.0234 -0.0181 0.1101
H 0.31672 1.44963 6.25941 0.0032 0.0023 -0.0042 0.1241
H 0.81468 2.87891 4.23994 0.0019 0.0027 -0.0242 0.1320
N -2.17624 1.22690 -0.31289 0.0492 -0.2540 -0.0928 0.0511
C -2.78936 1.18340 0.97622 0.0134 -0.0161 -0.0092 -0.2652
C -2.64914 2.24734 1.85606 -0.0367 -0.0416 0.0390 -0.0243
C -3.15890 2.15288 3.14185 0.0157 0.0496 0.0051 -0.0538
C -3.83030 1.00800 3.54737 -0.0042 -0.0192 -0.0361 -0.0607
C -3.99500 -0.04168 2.65786 0.0114 0.0559 0.0464 -0.0383
C -3.47414 0.02633 1.36881 -0.0662 -0.0619 -0.0026 -0.1492
C -3.61908 -1.11055 0.43116 -0.1286 -0.1181 -0.0493 -0.1894
C -4.72474 -1.97663 0.40047 -0.0209 0.0273 0.0685 0.0010
C -4.79657 -3.00131 -0.53194 0.0624 0.0487 -0.0113 -0.0480
C -3.78317 -3.21474 -1.45970 0.0663 -0.1678 -0.1008 -0.0479
C -2.65293 -2.39271 -1.47143 -0.5746 -0.1230 0.3090 -0.0945
C -2.66601 -1.43002 -0.50038 0.5289 0.1851 -0.3566 -0.0817
H -1.67105 2.09351 -0.45702 -0.0219 0.0222 0.0296 0.0880
H -2.84892 1.08844 -1.05981 -0.0078 0.0120 0.0098 0.1120
H -2.13354 3.14582 1.53828 0.0051 0.0039 -0.0029 0.1250
H -3.03816 2.98426 3.82405 0.0034 -0.0025 -0.0023 0.1182
H -4.23023 0.93607 4.54960 -0.0002 -0.0060 0.0008 0.1136
H -4.50852 -0.93956 2.97704 0.0082 -0.0046 -0.0136 0.1166
H -5.54588 -1.81989 1.08977 0.0194 0.0271 0.0004 0.1238
H -5.66792 -3.64131 -0.54723 -0.0071 0.0009 0.0080 0.1169
H -3.85994 -4.02833 -2.16998 0.0085 0.0066 0.0068 0.1188
H -1.83375 -2.56583 -2.15542 -0.0112 -0.0100 -0.0434 0.0937
C -0.17485 -0.71799 -3.52071 0.0170 0.0193 0.0414 -0.0868
N 0.49333 0.12366 -2.51463 0.0496 -0.0897 0.2293 -0.3480
C 0.06646 1.52102 -2.70266 0.0124 0.0501 0.0106 -0.0860
C 1.95616 0.00653 -2.72131 -0.0542 0.0212 -0.0797 -0.1883
C 2.79122 0.66978 -1.64385 0.0769 0.0098 -0.0399 -0.1865
N 2.79822 -0.08312 -0.37672 -0.1885 -0.1113 -0.0279 -0.3215
C 3.68540 -1.25630 -0.50003 -0.0776 0.0272 0.0075 -0.0880
C 3.35377 0.76928 0.68921 0.0554 -0.0572 -0.0329 -0.0725
H 0.09497 -0.40284 -4.53493 -0.0048 -0.0145 -0.0073 0.1059
H -1.25616 -0.63508 -3.41310 -0.0061 -0.0067 -0.0051 0.0823
H 0.12623 -1.75802 -3.38993 -0.0094 -0.0061 -0.0182 0.0870
H 0.47741 1.93445 -3.63088 -0.0370 -0.0449 -0.0316 0.1077
H 0.38852 2.14170 -1.86888 0.0074 -0.0141 0.0051 0.0719
H -1.02028 1.55571 -2.76475 0.0022 0.0172 -0.0145 0.0814
H 2.20435 0.44739 -3.69557 0.0389 0.0077 0.0154 0.1362
H 2.19837 -1.05528 -2.78482 -0.0067 -0.0007 0.0080 0.1124
H 2.42989 1.67860 -1.44355 -0.0282 -0.0150 0.0227 0.1170
H 3.81570 0.76824 -2.02696 0.0120 0.0269 0.0523 0.1381
H 4.70034 -0.92975 -0.75230 0.0124 -0.0274 -0.0068 0.1029
H 3.32863 -1.94306 -1.26140 0.0322 0.0025 -0.0091 0.0718
H 3.70935 -1.79352 0.44435 0.0259 0.0041 -0.0023 0.0841
H 4.41653 0.96636 0.50654 -0.0059 0.0066 -0.0046 0.1039
H 3.26948 0.25306 1.64696 -0.0187 0.0270 0.0136 0.0998
H 2.82692 1.71684 0.72947 -0.0055 0.0082 0.0251 0.0751
F 1.06959 -2.74928 -0.99483 -0.0043 -0.0368 -0.1412 -0.2974
P 1.03573 -3.82740 0.33388 0.2294 -0.3054 -0.0486 0.1844
F 2.57096 -4.09666 0.12160 -0.0584 0.0337 0.0018 -0.0780
F 0.58150 -4.98335 -0.62339 -0.0243 0.0550 0.0110 -0.0699
F 0.94656 -4.67378 1.64696 -0.0402 0.0758 0.0008 -0.0745
F -0.51600 -3.30946 0.50411 -0.1427 0.0260 -0.0216 -0.2639
F 1.42707 -2.43707 1.23592 0.0961 -0.0915 0.1078 -0.3057
```
Positions in Å, forces in eV/Å.